120
Properties=species:S:1:pos:R:3 method="wB97M-V/def2-TZVPD" e_above_lowest_ev=8.789 gap_ha=0.36945 energy_ha=-3057.43436
H -0.422 -1.211 -0.341
H 0.332 0.048 -1.124
O 0.402 -0.659 -0.455
H 3.674 0.708 5.106
H 3.534 1.373 3.747
O 3.601 1.575 4.688
H -5.273 -1.182 -2.690
H -5.447 -1.895 -3.951
O -4.936 -1.172 -3.585
H -4.361 3.091 -3.814
H -4.758 1.902 -4.618
O -5.145 2.639 -4.128
H 2.318 -5.082 3.788
H 3.175 -4.148 3.254
O 2.533 -4.158 3.970
H -1.001 1.447 1.063
O -1.845 1.217 0.667
H 4.126 -0.101 -1.655
O 5.000 -0.452 -1.859
H 3.259 1.585 0.757
H 2.739 3.119 0.552
O 2.626 2.167 0.394
H 3.151 -4.521 -2.469
H 3.031 -3.000 -2.134
O 3.506 -3.828 -1.920
H 2.189 0.312 -2.108
H 1.879 1.760 -1.328
O 1.664 1.128 -1.998
H -1.763 4.619 -2.562
H -1.778 6.160 -2.684
O -1.577 5.426 -2.116
H -0.234 5.090 1.153
O 0.131 5.009 2.039
H -2.691 -3.339 3.930
H -3.112 -3.072 2.471
O -3.141 -3.735 3.184
H -0.930 -3.531 -2.694
H -2.285 -3.774 -1.960
O -1.327 -4.048 -1.991
H -6.297 -1.992 -0.362
H -5.511 -0.564 -0.231
O -5.941 -1.201 -0.770
H 5.237 0.715 0.990
H 5.207 2.235 0.730
O 5.754 1.515 1.012
H -2.255 -3.583 0.233
H -0.989 -2.841 -0.073
O -1.889 -2.697 0.251
H -6.094 3.149 -0.987
H -4.692 2.741 -0.441
O -5.162 3.410 -0.976
H 2.373 -4.067 0.860
O 1.966 -4.526 1.576
H -3.408 -2.026 -1.899
H -4.684 -2.945 -2.068
O -3.719 -2.950 -2.046
H -0.166 2.813 3.902
O -0.188 3.756 4.135
H -6.305 2.349 0.854
H -5.105 2.853 1.698
O -5.814 2.216 1.661
H 1.521 -1.741 -2.551
H 2.217 -1.390 -1.194
O 2.317 -1.330 -2.193
H 2.356 -1.616 4.700
H 3.867 -1.432 5.286
O 3.035 -1.032 5.052
H -0.740 0.359 4.363
H 0.533 1.095 4.940
O -0.144 1.087 4.266
H 5.770 -2.490 1.467
H 5.000 -3.102 2.546
O 5.615 -3.347 1.860
H -1.543 -0.922 -2.542
H -2.329 0.163 -2.965
O -2.369 -0.481 -2.236
H 6.126 0.163 2.604
H 5.078 -0.045 3.709
O 5.325 -0.328 2.800
H -2.795 3.509 4.325
H -1.895 2.689 3.267
O -2.712 2.746 3.748
H -1.312 0.396 -4.216
H -0.463 0.839 -5.250
O -0.426 0.144 -4.577
H 2.254 4.708 1.865
H 2.848 3.569 2.952
O 2.982 4.327 2.380
H 2.043 -0.248 2.131
O 1.997 -1.203 2.210
H -4.164 -1.168 3.072
H -5.203 -0.124 2.590
O -4.984 -1.056 2.588
H 1.162 -4.943 1.282
H -1.641 0.375 0.248
H 0.189 3.861 4.992
H 4.905 -1.209 -2.465
H -0.573 5.108 2.700
H 1.150 -1.429 1.798
O -0.335 -2.462 -4.951
H -0.632 -1.660 -5.390
H 0.594 -2.589 -5.127
O -2.951 0.018 -4.773
H -3.123 0.606 -5.528
H -3.766 -0.488 -4.534
O 3.990 4.162 -0.364
H 4.258 4.576 0.468
H 3.458 4.896 -0.681
O -1.113 -5.189 2.258
H -1.063 -4.758 3.127
H -1.829 -4.869 1.729
O 3.963 -1.855 0.210
H 4.586 -1.457 -0.433
H 4.276 -2.773 0.139
O 0.741 2.405 -6.355
H -0.110 2.401 -6.743
H 1.295 3.124 -6.113
O -1.243 2.469 -3.263
H -0.438 2.821 -3.649
H -0.918 2.191 -2.388



38
Properties=species:S:1:pos:R:3 method="wB97M-V/def2-TZVPD" s2=2.02 charge=-2 gap_ha="0.20221 / 0.20338" multiplicity=3 energy_ha=-2757.41791
C -0.690 0.948 -1.399
C -0.835 -0.476 -1.641
C 0.468 -1.056 -1.620
C -2.086 -1.194 -2.030
C 1.418 -0.037 -1.360
C 0.713 1.209 -1.213
C 1.343 2.558 -1.121
C -1.782 1.957 -1.459
C 0.774 -2.472 -1.975
C 2.895 -0.213 -1.450
Mo -0.243 -0.027 0.531
Cl -3.544 -3.742 0.929
Cl -2.445 -0.426 1.013
Cl 0.518 -2.294 1.059
H -2.960 -0.613 -1.738
H -2.147 -2.152 -1.505
H -2.132 -1.380 -3.110
H 0.000 -3.136 -1.591
H 1.725 -2.771 -1.537
H 0.845 -2.633 -3.057
H 3.190 -1.134 -0.943
H 3.411 0.630 -0.992
H 3.243 -0.291 -2.489
H 2.262 2.500 -0.532
H 0.656 3.246 -0.628
H 1.606 2.978 -2.102
H -2.700 1.544 -1.037
H -1.989 2.274 -2.488
H -1.502 2.834 -0.875
O -0.266 1.803 1.265
H 0.401 1.947 1.983
F -0.955 1.560 4.458
Te -0.033 -0.053 4.684
F 1.573 0.892 4.719
F -0.165 0.225 6.525
F 0.867 -1.644 5.049
F -1.676 -0.954 4.759
O 0.243 -0.405 2.920



12
Properties=species:S:1:pos:R:3 method="wB97M-V/def2-TZVPD" s2=2.01 charge=-1 gap_ha="0.18959 / 0.23880" multiplicity=3 energy_ha=-758.14099
C 0.144 0.614 0.755
C 0.636 -0.696 0.688
C 0.627 -1.468 -0.525
C -0.604 2.157 -1.011
N -0.498 1.332 -0.064
O 1.256 -1.197 1.818
O -1.784 2.400 -1.604
S 1.349 -3.017 -0.576
H 0.161 1.073 1.710
H 0.087 -1.107 -1.353
H 1.391 -2.129 1.437
H -2.763 2.040 -1.276